[1]
C36H90F4Mn2N6O16P2 as an isolated structure. Source: the OMol25 dataset; level of theory: ωB97M-V with the def2-TZVPD basis set.

Positions of all 156 atoms, in Å:
Mn1 -0.4089 0.1842 -3.4789
Mn2 -1.0617 -4.2664 0.1830
O1 0.2083 -0.5867 -1.5786
P1 0.4362 -1.1495 -0.2411
O2 0.0867 -2.5305 0.1222
F1 -0.3009 -0.2112 0.7554
F2 1.9419 -0.9498 0.0640
O3 -1.7849 -3.3307 -1.5981
P2 -1.8080 -2.9089 -3.0073
O4 -1.6198 -1.4984 -3.3605
F3 -3.0195 -3.4935 -3.7136
F4 -0.6507 -3.7172 -3.7075
C1 4.0626 -3.7602 1.8056
O5 3.7314 -4.2008 0.4935
C2 2.4327 -4.7042 0.4253
C3 2.0285 -4.7349 -1.0366
N1 0.6309 -5.1621 -1.2690
C4 0.5068 -6.6244 -1.1808
C5 -0.9030 -7.0723 -1.5390
O6 -1.8206 -6.1677 -0.9311
C6 -3.1834 -6.5308 -1.1505
H1 3.9534 -4.5697 2.5355
H2 3.4190 -2.9000 2.0256
H3 5.0999 -3.4416 1.8625
H4 1.7136 -4.0367 0.9223
H5 2.3514 -5.7093 0.8656
H6 2.7133 -5.3759 -1.6074
H7 2.1702 -3.7359 -1.4542
H8 0.4172 -4.8741 -2.2250
H9 0.6872 -6.8933 -0.1361
H10 1.2224 -7.1871 -1.7889
H11 -1.0779 -8.0563 -1.0961
H12 -1.0391 -7.0904 -2.6237
H13 -3.3038 -6.8998 -2.1720
H14 -3.7844 -5.6313 -1.0387
H15 -3.5209 -7.3159 -0.4703
C7 -7.0081 -3.9370 0.7127
O7 -5.6889 -4.4621 0.7209
C8 -5.2057 -4.7428 2.0170
C9 -3.7038 -4.9560 1.8895
N2 -3.0655 -3.8985 1.0474
C10 -2.7938 -2.6424 1.7758
C11 -1.9256 -2.9344 2.9646
O8 -0.8655 -3.7982 2.5201
C12 0.2109 -3.8798 3.4429
H16 -7.7348 -4.5686 1.2256
H17 -7.2866 -3.8139 -0.3305
H18 -7.0149 -2.9515 1.1955
H19 -5.6392 -5.6752 2.3993
H20 -5.4691 -3.9590 2.7384
H21 -3.5280 -5.9108 1.3950
H22 -3.2478 -5.0138 2.8745
H23 -3.8535 -3.6856 0.4304
H24 -3.7187 -2.1565 2.1129
H25 -2.3314 -1.9537 1.0664
H26 -2.4675 -3.5224 3.7143
H27 -1.5702 -2.0338 3.4681
H28 -0.0732 -4.3302 4.3969
H29 0.6670 -2.8970 3.5831
H30 0.9672 -4.5353 3.0138
C13 0.2192 9.8339 0.4707
O9 -0.2844 8.8871 1.3855
C14 0.3177 9.0170 2.6651
C15 -0.3662 8.0394 3.6025
N3 0.1681 6.7009 3.3824
C16 -0.5610 5.6845 4.1431
C17 -0.1533 4.3206 3.7024
O10 -0.4567 4.1673 2.3259
C18 -0.1513 2.8801 1.8575
H31 -0.1229 9.5638 -0.5272
H32 1.3128 9.8646 0.4833
H33 -0.1940 10.8247 0.6967
H34 0.1940 10.0531 3.0044
H35 1.3851 8.7773 2.5772
H36 -1.4319 8.1123 3.3508
H37 -0.1051 8.3311 4.6201
H38 0.0456 6.4630 2.4014
H39 -1.6559 5.7922 4.1047
H40 -0.2715 5.8050 5.1931
H41 -0.6429 3.5469 4.3090
H42 0.9312 4.1991 3.8470
H43 0.9109 2.6508 1.9549
H44 -0.4765 2.8738 0.8143
H45 -0.7654 2.1256 2.3690
C19 9.0587 -1.3549 2.9925
O11 8.0029 -1.6599 3.8903
C20 7.0897 -0.6108 4.0625
C21 6.0056 -0.6177 2.9972
N4 5.2444 0.6246 2.9788
C22 4.1382 0.4883 2.0276
C23 3.5506 1.8329 1.7098
O12 4.4829 2.5321 0.9113
C24 4.2801 3.9219 0.9300
H46 9.7163 -2.2161 2.9760
H47 9.5905 -0.4592 3.3368
H48 8.6941 -1.1198 1.9850
H49 7.5882 0.3704 4.0919
H50 6.6296 -0.7382 5.0440
H51 5.3455 -1.4656 3.2133
H52 6.4549 -0.8805 2.0236
H53 5.8932 1.3131 2.6025
H54 3.3996 -0.1662 2.5035
H55 4.4725 -0.0279 1.1131
H56 3.3873 2.3630 2.6552
H57 2.6075 1.6935 1.1632
H58 5.1224 4.4305 0.4657
H59 4.1458 4.2912 1.9500
H60 3.3963 4.1968 0.3300
C25 -1.1094 4.6823 -1.5127
O13 -0.4091 3.4644 -1.7151
C26 0.9300 3.6368 -2.0590
C27 1.6386 2.3027 -2.1570
N5 1.3592 1.4937 -3.3728
C28 2.4495 0.4758 -3.5033
C29 2.2382 -0.3675 -4.7300
O14 1.0410 -1.1419 -4.5735
C30 0.8104 -1.9619 -5.7453
H61 -1.0990 5.3093 -2.4111
H62 -0.6710 5.2396 -0.6792
H63 -2.1475 4.4531 -1.2870
H64 1.4988 4.2572 -1.3564
H65 0.9958 4.1569 -3.0344
H66 1.2958 1.6987 -1.3099
H67 2.7084 2.4703 -2.0018
H68 1.4537 2.1366 -4.1589
H69 2.5574 -0.0763 -2.5743
H70 3.3890 1.0250 -3.6431
H71 3.0833 -1.0519 -4.8437
H72 2.1595 0.2562 -5.6264
H73 1.1140 -1.4297 -6.6436
H74 -0.2495 -2.1921 -5.7571
H75 1.3414 -2.9045 -5.6225
C31 -4.0711 4.9586 -3.6646
O15 -3.3550 3.7500 -3.7386
C32 -4.1907 2.6148 -3.7108
C33 -3.2771 1.4121 -3.8971
N6 -2.1547 1.4027 -2.9265
C34 -2.5592 1.3341 -1.4881
C35 -3.7707 0.5120 -1.1085
O16 -3.5100 -0.8681 -1.2729
C36 -4.6897 -1.6321 -1.1895
H76 -4.7383 5.0433 -2.8006
H77 -4.6799 5.1186 -4.5662
H78 -3.3772 5.7981 -3.6430
H79 -4.9082 2.6856 -4.5379
H80 -4.7583 2.5587 -2.7764
H81 -2.8868 1.4908 -4.9139
H82 -3.8474 0.4845 -3.8369
H83 -1.8350 2.3712 -3.0256
H84 -2.7145 2.3506 -1.1242
H85 -1.7391 0.9235 -0.8984
H86 -4.6403 0.7872 -1.7134
H87 -3.9868 0.6958 -0.0496
H88 -4.4266 -2.6910 -1.1428
H89 -5.3052 -1.4845 -2.0850
H90 -5.2783 -1.4128 -0.2892

Output
- 2S+1: 11
- Net charge: +2
- Maximum force: 0.03738 Eh/bohr
- HOMO-LUMO gap (alpha / beta): 7.84 / 7.33 eV
- Energy relative to the best compared isomer or geometry (same formula, charge and spin): 0.000 eV
- ⟨S²⟩: 30.005
- Total energy: -172576.2408 eV

Atomic partial charges in e from the Mulliken method, atoms 1 to 99: Mn 0.6945; Mn 0.7587; O 2.4829; P -1.0820; O -0.6720; F -0.0797; F 0.0685; O 1.3084; P -1.2401; O 0.1611; F -0.3511; F -0.3353; C -0.4410; O -0.4603; C 0.6317; C -0.9597; N 0.2358; C -0.6801; C -0.9751; O -0.0272; C -0.9745; H 0.3318; H 0.0670; H 0.3079; H -0.6051; H 0.4577; H 0.6345; H -0.0252; H -0.1242; H 0.3612; H 0.4144; H 0.4151; H 0.5112; H 0.4544; H 0.1394; H 0.2838; C -0.9244; O -0.1966; C -0.9184; C -0.5065; N 1.6620; C 0.5988; C -1.4436; O -0.2523; C -1.0114; H 0.3214; H 0.2618; H 0.3556; H 0.5218; H 0.3949; H 0.2050; H 0.2573; H -0.9887; H 0.4913; H -0.5007; H 0.3881; H 0.5780; H 0.3094; H 0.3810; H 0.2406; C -0.7395; O -0.2839; C -0.7168; C -0.5833; N -0.3020; C -0.8365; C -0.4446; O -0.2222; C -0.0885; H 0.2211; H 0.3226; H 0.2854; H 0.5049; H 0.3573; H 0.3241; H 0.3971; H 0.1964; H 0.3965; H 0.3875; H 0.3971; H 0.2362; H 0.0221; H -0.2206; H 0.3761; C -0.6794; O -0.3558; C -0.4592; C -0.3082; N -0.4362; C -0.6995; C 0.6092; O -0.4038; C -0.5143; H 0.2457; H 0.2922; H 0.2781; H 0.3727; H 0.3260; H -0.0589

[2]
C7H15N3O2 in the gas phase. Source: the OMol25 dataset; level of theory: ωB97M-V with the def2-TZVPD basis set.

Positions of all 27 atoms, in Å:
N1 -1.8641 0.1733 -5.3422
C1 -2.1605 -0.7614 -4.2677
C2 -1.9228 -0.1130 -2.9022
C3 -0.4387 0.0443 -2.5743
C4 -0.1870 0.7539 -1.2442
C5 -0.6235 -0.0774 -0.0367
N2 -0.2318 0.5504 1.2050
C6 0.6879 0.0237 2.0366
O1 1.2258 -1.0637 1.8293
C7 0.9979 0.8398 3.2328
N3 1.8252 0.5292 4.1492
O2 2.5070 -0.6148 4.0981
H1 -2.1062 -0.2332 -6.2388
H2 -0.8728 0.3872 -5.3630
H3 -1.5773 -1.6967 -4.3288
H4 -3.2190 -1.0226 -4.3549
H5 -2.4029 0.8666 -2.9040
H6 -2.4022 -0.7335 -2.1441
H7 0.0395 0.6295 -3.3619
H8 0.0358 -0.9395 -2.5518
H9 0.8821 0.9580 -1.1492
H10 -0.7144 1.7112 -1.2380
H11 -0.1377 -1.0557 -0.0562
H12 -1.7085 -0.2157 -0.0360
H13 -0.6145 1.4609 1.4056
H14 0.4973 1.7867 3.3689
H15 2.2657 -1.1293 3.2838

Output
- Structure (SMILES): NCCCCCNC(=O)/C=N\O
- Net charge: 0
- Maximum force: 0.01511 Eh/bohr
- HOMO-LUMO gap: 10.21 eV
- Energy relative to the best compared isomer or geometry (same formula, charge and spin): 0.679 eV
- Total energy: -16066.4227 eV

The Mulliken scheme yields these atomic charges, measured in e: N -0.6124; C -0.6259; C -0.4117; C -0.5635; C -0.5873; C -0.7166; N -0.1605; C 1.1693; O -0.7728; C -0.4873; N -0.3739; O -0.3331; H 0.2337; H 0.2090; H 0.3087; H 0.3946; H 0.2903; H 0.2761; H 0.3456; H 0.2782; H 0.2550; H 0.3529; H 0.3575; H 0.2137; H 0.2222; H 0.3227; H 0.4157